1.
12
Properties=species:S:1:pos:R:3:forces:R:3:mulliken_charge:R:1 method="wB97M-V/def2-TZVPD" de_lowest_kcal_mol=45.64 largest_force_ev_per_a=1.125 homo_energy_ev=-9.888 orbital_gap_ev=10.81 smiles=N#CCN1CC1
N 2.7131 1.4683 -0.1263 -0.734 -0.851 0.050 -0.39
C 1.9786 0.5755 -0.1111 0.632 0.763 0.013 0.26
C 1.0502 -0.5655 -0.1464 0.074 -0.073 -0.114 -0.33
N -0.1352 -0.3442 0.6713 0.145 -0.033 0.068 -0.30
C -1.4157 -0.5718 0.0189 -0.205 -0.161 -0.099 -0.44
C -0.9683 0.8014 0.3474 -0.055 0.260 -0.023 -0.26
H 0.8179 -0.7613 -1.2059 -0.003 0.091 0.131 0.21
H 1.5792 -1.4435 0.2388 -0.075 0.095 -0.091 0.30
H -2.1698 -1.0771 0.6163 0.129 0.107 -0.065 0.24
H -1.4059 -0.8505 -1.0361 0.041 0.022 0.194 0.23
H -0.6688 1.4477 -0.4775 -0.010 -0.142 0.101 0.25
H -1.3753 1.3211 1.2108 0.061 -0.078 -0.165 0.23

***

2.
147
Properties=species:S:1:pos:R:3:forces:R:3:mulliken_charge:R:1 method="wB97M-V/def2-TZVPD" charge=+2 s2=0.76 largest_force_ev_per_a=3.538 homo_energy_ev="-7.270 / -11.527" multiplicity=2 orbital_gap_ev="3.85 / 8.08"
C -2.5683 -1.1848 -3.5084 0.579 -0.145 -0.793 -0.86
N -1.1602 -1.4405 -4.2173 -1.361 1.001 1.101 0.34
C -1.4221 -1.7651 -5.7027 -0.024 0.701 0.501 -1.00
C -0.3424 -0.0960 -4.0548 -1.115 -1.871 -1.231 -1.13
C -0.5579 -2.6289 -3.4534 -2.372 0.731 0.047 0.53
C 0.7091 -3.0623 -4.0039 2.057 0.486 -0.951 -0.68
O 1.1875 -4.1403 -3.2703 0.300 -1.189 0.804 -0.31
H -3.0439 -0.3331 -3.9948 -0.003 -0.339 -0.454 0.43
H -2.5429 -0.9079 -2.4545 1.030 -0.246 0.046 0.15
H -3.1357 -2.1142 -3.5567 -0.019 0.162 -0.281 0.47
H -1.8586 -0.8986 -6.1994 -0.248 0.122 0.437 0.38
H -2.1226 -2.5952 -5.7940 0.186 -0.016 0.287 0.35
H -0.5217 -1.9465 -6.2896 0.223 -0.241 0.588 0.40
H 0.5374 -0.2574 -4.6778 0.358 0.255 0.642 0.48
H -0.2270 0.1253 -2.9938 0.322 -0.234 -0.152 0.31
H -0.9414 0.6584 -4.5648 -0.078 0.023 0.226 0.50
H -1.2595 -3.4568 -3.5565 -0.346 0.142 0.059 0.12
H -0.5566 -2.3596 -2.3972 0.316 0.130 -0.024 -0.39
H 1.4581 -2.2766 -3.9055 0.147 0.245 -0.202 0.13
H 0.6145 -3.3108 -5.0609 0.029 -0.018 -0.068 0.48
H 1.2611 -4.9321 -3.8080 -0.060 0.104 -0.154 0.28
C 0.0221 -6.8509 1.4516 0.493 1.009 -0.583 -0.58
N 0.8205 -6.7480 0.1249 -1.801 -2.766 -1.275 0.20
C 1.7217 -7.9819 0.0329 0.345 1.207 0.965 -0.89
C -0.1980 -6.8903 -1.0642 -0.184 0.546 1.031 -0.60
C 1.6532 -5.5109 -0.0651 -1.206 0.384 1.289 -1.28
C 0.7612 -4.2376 -0.0069 0.583 -0.209 -2.171 1.53
O 0.4766 -3.7690 1.2429 0.540 -0.161 1.906 -0.76
H 0.7351 -6.8741 2.2757 0.021 0.117 -0.120 0.40
H -0.6251 -7.7261 1.5100 0.363 -0.172 -0.604 0.38
H -0.6197 -5.9730 1.5254 0.273 0.053 -0.042 0.01
H 2.1645 -7.9827 -0.9631 -0.225 -0.471 0.130 0.36
H 1.2416 -8.8890 0.4000 -0.459 0.115 -0.789 0.37
H 2.5047 -7.8293 0.7758 0.267 0.186 -0.153 0.40
H -0.7460 -7.8309 -1.0076 0.573 -0.225 0.117 0.42
H 0.3121 -6.7554 -2.0179 0.168 -0.144 0.276 0.24
H -0.9814 -6.1386 -0.9673 0.251 0.215 0.072 0.14
H 2.2336 -5.5842 -0.9849 -0.548 -0.095 -0.273 0.41
H 2.3974 -5.6099 0.7251 -0.070 0.699 0.290 0.46
H -0.2025 -4.3090 -0.5112 0.082 -0.927 -0.477 -0.59
H 1.2758 -3.5262 -0.6528 0.476 0.436 0.320 0.10
H 0.0566 -2.9120 1.1388 -0.102 0.235 0.073 -0.04
C 5.9874 -2.5699 -2.1619 1.398 -0.178 -0.538 -1.40
C 4.5215 -2.6334 -1.9383 -0.443 1.414 0.868 0.14
N 4.0387 -1.5246 -1.0754 -0.271 0.073 -1.779 0.44
C 3.7655 -0.1957 -1.4996 0.119 0.145 3.043 -0.79
C 3.4919 0.4958 -0.3213 -0.336 -0.660 -0.790 -0.21
N 3.4499 -0.3678 0.7814 -0.548 1.204 0.469 0.18
C 3.7383 -1.6289 0.2892 0.181 -1.780 -0.283 -0.84
C 3.1328 -0.0379 2.2178 1.406 -0.189 -1.126 -1.00
H 6.3830 -1.6989 -2.6843 -0.433 0.399 0.197 0.33
H 6.2349 -3.3766 -2.8519 0.279 -0.375 0.216 0.45
H 6.5410 -2.6746 -1.2288 0.043 -0.103 -0.066 0.32
H 4.3455 -3.5971 -1.4604 -0.588 0.098 0.141 -0.09
H 4.0368 -2.6123 -2.9144 -0.491 0.034 0.096 0.07
H 3.8885 0.2164 -2.4903 0.111 -0.336 0.087 0.48
H 3.2612 1.5440 -0.2010 0.012 -0.160 -0.029 0.45
H 3.8918 -2.5876 0.7623 -0.042 0.554 0.532 0.46
H 2.5431 0.8692 2.3495 -0.291 -0.238 -0.537 0.16
H 4.0689 0.1596 2.7402 0.291 0.051 -0.013 0.49
H 2.7035 -0.8760 2.7668 -0.381 -0.066 -0.574 0.31
C -2.9843 -5.3466 3.1076 -0.062 -0.055 1.220 -0.59
C -3.9796 -4.4581 3.8751 -1.664 -0.528 -1.505 -0.69
N -3.3587 -3.3209 4.5011 0.472 1.739 1.252 0.19
C -3.2707 -3.1006 5.8764 1.775 1.148 -0.684 -0.47
C -2.4398 -1.9845 6.0222 -1.080 -0.856 0.067 -0.33
N -2.1045 -1.5138 4.7658 -1.879 -1.745 -0.446 0.21
C -2.7458 -2.3074 3.8788 0.958 -0.376 -0.254 -0.80
C -1.4149 -0.2740 4.5128 0.757 1.253 1.073 -0.51
H -2.4366 -5.8440 3.9080 0.437 -0.273 -0.211 0.45
H -2.2776 -4.7826 2.4989 -0.261 0.192 -0.060 -0.20
H -3.4554 -6.1159 2.4959 -0.244 0.296 0.027 0.47
H -4.6185 -4.9624 4.6001 0.843 -0.411 0.540 0.43
H -4.8107 -4.1213 3.2555 0.450 0.499 -0.700 0.29
H -3.7131 -3.7994 6.5709 0.119 0.269 0.036 0.43
H -2.1229 -1.4149 6.8833 -0.082 -0.355 0.067 0.43
H -2.6694 -2.2208 2.8050 0.013 0.116 -0.094 0.90
H -1.0309 0.0205 5.4895 -0.001 0.093 0.070 0.21
H -2.0829 0.5332 4.2124 -0.074 -0.360 -0.297 0.35
H -0.5263 -0.3030 3.8822 -0.500 -0.598 -0.341 0.11
C 1.7705 3.4436 -3.9949 0.768 1.623 0.619 -1.13
C 2.7363 3.5081 -2.7918 -1.575 -1.165 1.319 -0.46
C 1.9531 3.6432 -1.4088 0.864 -0.046 -0.566 0.14
C 1.2711 4.9645 -1.2613 -1.188 0.593 -0.840 -1.04
P 0.1312 5.1141 0.1401 2.278 -2.257 1.161 1.02
C 0.0037 6.8290 0.4858 -0.058 2.210 1.066 -1.36
C 1.1295 7.5517 1.3688 -0.139 -0.952 -1.185 -0.53
C 1.2480 9.0453 1.2561 0.305 2.108 -0.900 -0.81
C 0.0562 9.9456 1.5221 -0.568 -0.724 0.909 -1.23
C 0.9550 4.0951 1.5459 -0.755 1.030 -0.506 -0.40
C 0.1739 4.1307 2.8687 1.133 -0.251 -0.111 -1.07
C 0.8440 3.1924 3.9081 -1.952 -0.497 0.428 0.24
C -0.1135 3.2301 5.1874 1.714 -0.174 -0.623 -1.45
C -1.4611 4.3575 -0.1236 -1.414 -0.004 -1.321 -0.67
C -2.0895 4.2267 -1.5769 -0.031 -0.222 0.582 -0.61
C -2.5950 5.5564 -2.0867 0.819 0.880 0.307 -0.30
C -3.7867 6.1592 -1.3129 0.681 0.219 -0.834 -1.24
H 2.3128 3.3534 -4.9361 -0.033 -0.346 0.074 0.47
H 1.3589 4.4526 -4.0195 -0.769 -0.149 -0.464 0.37
H 1.0039 2.6774 -3.8796 0.039 0.074 -0.020 0.09
H 3.4412 4.3391 -2.8180 0.231 -0.343 -0.432 0.48
H 3.1699 2.5084 -2.7672 0.858 0.330 0.293 -0.10
H 2.6187 3.6138 -0.5462 0.333 -0.789 -0.222 0.48
H 1.1787 2.8797 -1.3340 0.249 -0.437 0.114 -0.03
H 0.6395 5.0195 -2.1479 -0.295 0.701 -0.106 0.38
H 1.9351 5.8288 -1.2713 0.121 0.004 0.080 0.57
H -0.9718 7.1084 0.8839 -0.148 -0.423 0.392 0.75
H -0.0980 7.2485 -0.5151 0.524 0.380 -0.266 0.76
H 2.0940 7.1590 1.0469 0.129 -0.215 0.078 0.39
H 1.0387 7.3076 2.4272 -0.371 -0.321 -0.071 0.28
H 1.6203 9.4714 0.3245 0.284 -1.026 -0.696 0.36
H 2.0394 9.3890 1.9222 0.030 -0.358 0.408 0.42
H -0.2823 9.6619 2.5187 -0.470 0.530 0.197 0.32
H -0.7863 9.8280 0.8406 0.068 -0.206 -0.164 0.27
H 0.3330 10.9995 1.4937 0.088 -0.135 0.158 0.40
H 1.9905 4.4173 1.6558 0.003 0.401 0.034 0.79
H 1.0282 3.0515 1.2399 -0.297 0.007 -0.470 -0.43
H -0.8470 3.8231 2.6423 -0.081 -0.193 0.356 0.42
H 0.1321 5.1235 3.3167 -0.040 0.203 -0.197 0.48
H 1.8973 3.4066 4.0890 -0.165 0.659 0.359 0.44
H 0.9077 2.1839 3.4994 -0.411 -0.222 -0.147 -0.38
H 0.0484 2.4448 5.9257 0.349 -0.187 -0.188 0.39
H -1.1592 3.1430 4.8924 0.064 0.416 -0.071 0.33
H 0.1399 4.1549 5.7057 -0.639 0.148 0.028 0.41
H -2.1277 5.0669 0.3669 -0.189 -0.440 0.632 0.66
H -1.4355 3.3836 0.3653 -0.146 0.044 0.148 -0.05
H -2.9934 3.6177 -1.5674 0.412 -0.773 0.496 0.50
H -1.3409 3.7801 -2.2312 -0.163 -0.069 -0.215 0.18
H -2.8074 5.5916 -3.1552 -0.048 -0.487 0.009 0.52
H -1.6897 6.1528 -1.9728 -0.145 1.035 -0.172 0.07
H -3.5036 6.4943 -0.3151 -0.289 -0.311 0.157 0.30
H -4.6398 5.4811 -1.3371 0.061 -0.049 0.389 0.31
H -4.0985 7.0602 -1.8413 -0.061 0.037 0.035 0.41
P -3.8021 -4.4401 -0.9031 -0.415 0.327 -0.263 1.49
F -4.0035 -2.8960 -1.3330 0.130 0.368 -0.199 -0.33
F -2.8069 -4.6423 -2.1887 -1.034 -0.850 -1.137 -0.37
F -2.3565 -4.0060 -0.2205 -0.577 -0.424 1.481 -0.44
F -3.5907 -6.0382 -0.4698 -0.226 1.673 -0.328 -0.40
F -4.6130 -4.1067 0.4722 0.589 -0.795 -0.431 -0.38
F -5.2014 -4.7671 -1.7321 1.900 -0.372 0.944 -0.36
P -0.6368 -0.2835 0.6476 0.055 -0.636 -0.215 2.16
F -1.6135 -1.5847 0.7950 0.215 0.131 0.108 -0.53
F -1.5983 0.5378 1.6937 0.985 -0.316 0.458 -0.45
F 0.2950 -0.9232 1.7785 0.070 0.867 1.014 -0.49
F 0.2958 1.0311 0.4188 0.427 -0.098 0.943 -0.91
F 0.3102 -1.1011 -0.4195 -0.572 0.180 -0.287 -0.14
F -1.5445 0.2679 -0.4860 -1.265 0.311 -2.215 -0.41

***

3.
48
Properties=species:S:1:pos:R:3:forces:R:3:mulliken_charge:R:1 method="wB97M-V/def2-TZVPD" charge=+3 de_lowest_kcal_mol=13.04 largest_force_ev_per_a=1.812 homo_energy_ev=-16.920 orbital_gap_ev=7.02
Hf 1.0030 0.6832 -0.4675 -1.402 -0.842 0.782 1.45
N 0.2962 0.8594 -4.2376 0.099 -0.059 0.038 -0.30
C -0.0347 1.8883 -3.4623 -0.063 -0.012 0.210 0.62
N 0.2576 1.9998 -2.1576 0.525 -0.065 0.285 -0.31
C -0.2576 3.2125 -1.6367 0.498 -0.238 0.306 0.06
C -0.9132 3.9616 -2.5227 -0.292 0.301 -0.265 -0.40
S -0.9354 3.2080 -4.0718 -0.167 0.203 -0.214 -0.09
C 0.0907 3.5570 -0.2532 0.332 -0.453 -0.273 0.02
C -0.2425 4.6422 0.4438 -0.159 0.364 0.234 -0.34
S 0.6199 4.7053 1.9416 -0.065 0.302 0.150 -0.07
C 1.4079 3.2356 1.5822 -0.262 -0.068 -0.245 0.53
N 1.0100 2.6969 0.4104 -0.125 -0.354 -0.254 -0.53
N 2.2929 2.6730 2.4019 0.120 -0.011 0.039 -0.34
H 0.7992 0.0622 -3.8890 -0.007 -0.024 0.003 0.09
H 0.0977 0.8700 -5.2263 -0.019 0.004 -0.004 0.25
H -1.3605 4.9347 -2.3792 0.025 -0.081 -0.036 0.42
H -0.9091 5.4451 0.1604 0.088 -0.055 0.056 0.44
H 2.5970 3.1694 3.2275 -0.010 0.012 -0.006 0.26
H 2.9373 1.9859 2.0430 -0.012 -0.029 -0.002 0.19
C 2.5307 -0.2520 0.7655 0.737 0.219 -0.030 -1.34
C 2.0828 -1.6373 0.3523 0.114 0.559 0.008 0.63
C 2.2142 -1.9823 -0.9918 0.120 0.141 -0.120 -0.08
C 1.8854 -3.2484 -1.4586 -0.087 -0.028 -0.043 -0.87
C 1.4083 -4.1855 -0.5589 -0.044 -0.053 0.055 -0.56
C 1.2505 -3.8522 0.7914 -0.023 -0.010 -0.028 -0.76
C 1.5710 -2.5851 1.2478 -0.169 0.017 -0.040 -0.56
H 3.5922 -0.1124 0.5480 0.082 -0.034 0.010 0.44
H 2.4033 -0.0976 1.8403 -0.114 -0.001 0.071 0.52
H 2.6724 -1.2649 -1.6799 0.147 0.027 -0.079 0.63
H 2.0272 -3.5104 -2.4994 0.008 0.017 0.041 0.48
H 1.1799 -5.1884 -0.9002 0.008 0.050 0.052 0.47
H 0.9098 -4.6035 1.4943 0.012 0.018 -0.048 0.47
H 1.4850 -2.3455 2.3028 0.025 -0.010 -0.057 0.50
C -3.7740 -2.1264 1.8120 0.120 0.050 -0.099 -1.07
N -2.6522 -1.5024 1.0895 -0.219 -0.207 -0.030 0.01
C -2.2319 -1.8685 -0.2670 0.004 0.051 0.275 -0.41
C -1.1110 -0.9046 -0.4362 0.278 0.122 -0.490 0.98
O -0.3199 -0.7270 -1.4042 -0.655 -0.281 -0.200 -0.53
N -0.9331 -0.1475 0.6439 0.666 0.517 -0.074 -0.23
C -1.8800 -0.5435 1.5666 0.002 -0.042 -0.060 0.28
N -1.9800 -0.0105 2.7633 -0.011 0.002 0.067 -0.30
H -4.2778 -2.8093 1.1354 -0.014 -0.015 -0.017 0.41
H -4.4884 -1.3657 2.1247 -0.001 0.011 0.000 0.40
H -3.4104 -2.6913 2.6695 0.019 0.004 0.009 0.39
H -3.0172 -1.7308 -1.0109 -0.080 0.041 -0.004 0.41
H -1.8642 -2.8948 -0.3245 -0.009 -0.067 0.013 0.34
H -1.3545 0.7229 3.0530 -0.009 0.004 -0.001 0.18
H -2.6745 -0.3252 3.4246 -0.009 0.004 0.014 0.24

***

4.
9
Properties=species:S:1:pos:R:3:forces:R:3:mulliken_charge:R:1 method="wB97M-V/def2-TZVPD" de_lowest_kcal_mol=22.18 largest_force_ev_per_a=3.705 homo_energy_ev=-9.420 orbital_gap_ev=9.21 smiles="C1N=POPS1"
C 0.9789 0.4313 -0.3657 -0.581 -1.716 -0.390 -0.50
N 0.0442 1.4202 -0.5347 1.083 1.693 -0.614 -0.21
O -1.8352 -0.0035 0.2347 -0.661 -1.134 0.256 -0.39
P -1.4324 1.5173 -0.1981 -0.643 -2.534 0.302 0.17
P -1.0000 -1.7324 0.4118 -0.478 3.665 -0.266 0.27
S 0.5326 -1.3433 -0.9420 -0.261 0.227 0.228 -0.12
H 1.9228 0.5483 -0.7959 1.299 0.680 -1.424 0.38
H 1.2260 0.2434 0.6289 0.074 -0.129 2.059 0.33
H -0.4368 -1.0814 1.5611 0.168 -0.753 -0.151 0.07